1:
The following is a DFT calculation (wB97M-V/def2-TZVPD) of 2 unconnected molecules or ions with the total composition C4H9N2O.

Last column: natural (NBO) charge in e.
Atoms and positions in Å:
C -1.93 1.12 -0.20  -0.245
C -1.98 -1.51 -0.41  -0.314
C 2.31 -0.40 -0.12  0.385
C -1.69 -0.30 -0.11  0.226
N -0.77 0.54 0.52  -0.546
N 3.44 -0.82 -0.03  -0.597
O 1.69 0.79 0.23  -0.749
H -1.84 1.73 -1.11  0.246
H -2.77 1.46 0.36  0.241
H -1.25 -2.28 -0.22  0.204
H -2.80 -1.93 -0.82  0.225
H 1.56 -1.14 -0.53  0.158
H -0.74 0.56 1.50  0.407
H 0.23 0.75 0.25  0.460
H 4.21 -0.11 0.22  0.365
H 2.32 1.54 0.49  0.533

Values from the calculation:
Gap between HOMO and LUMO (alpha / beta) = 7.22 / 7.17 eV
Total charge = +1
E_HOMO (alpha / beta) = -10.38 / -14.51 eV
2S+1 = 3


2:
The following is a DFT calculation (wB97M-V/def2-TZVPD) of a gas-phase ion, C4H9N2O (charge +1).

Last column: natural (NBO) charge in e.
Atoms and positions in Å:
C -0.64 -1.07 0.19  0.760
C 1.07 0.58 0.28  -0.301
C 2.04 -0.28 -0.40  0.086
C -1.42 1.13 0.02  -0.454
N -0.26 0.23 0.01  -0.408
N -1.86 -1.48 0.02  -0.802
O 3.20 -0.48 0.23  -0.621
H 1.32 0.57 1.35  0.230
H 1.15 1.62 -0.03  0.226
H 1.82 -0.74 -1.31  0.165
H -1.17 2.17 0.33  0.270
H -1.88 1.20 -0.97  0.232
H -2.37 0.80 0.56  0.216
H -2.15 -2.45 0.28  0.463
H -2.59 -0.80 -0.13  0.434
H 3.74 -0.99 -0.42  0.503

Values from the calculation:
Gap between HOMO and LUMO (alpha / beta) = 6.92 / 7.87 eV
Total charge = +1
E_HOMO (alpha / beta) = -10.84 / -14.96 eV
2S+1 = 3


Tell me which of them is the most stable. Sure, it is 2.